C30H60O10 as an isolated structure. Source: the Open Molecules 2025 dataset; level of theory: ωB97M-V with the def2-TZVPD basis set.

## Properties
**Spin multiplicity**: 1
**Gap between HOMO and LUMO**: 6.385 eV
**Largest force on an atom**: 14.0 eV Å⁻¹
**ΔE to the lowest compared entry with this formula, charge and spin**: 6080.7 kJ/mol
**E_LUMO**: -0.74 eV

Each line ends with the Löwdin charge.
Cartesian coordinates (Å):
1 C -8.803059 12.353677 -17.557074  -0.0564
2 C -10.188810 12.906448 -17.242782  -0.2966
3 O -10.935971 13.370814 -18.081745  -0.0956
4 C -10.679355 12.679191 -15.840404  0.0335
5 H -8.179696 13.177416 -17.209276  0.1605
6 H -8.616642 12.161431 -18.613676  -0.0421
7 H -8.549147 11.457658 -16.990713  0.0902
8 H -9.924857 13.077557 -15.162048  0.1164
9 H -10.742195 11.610280 -15.636511  0.1170
10 H -11.662426 13.133732 -15.717747  0.0802
11 C -10.202067 12.147404 -22.336516  -0.0138
12 C -10.226642 13.479105 -23.011586  -0.4312
13 O -10.026554 14.546889 -22.363861  -0.0090
14 C -10.721556 13.558050 -24.394223  -0.0103
15 H -9.746413 12.234472 -21.350157  0.1062
16 H -9.774702 11.341802 -22.933576  0.1178
17 H -11.252293 11.908804 -22.168615  0.0633
18 H -9.972746 13.209458 -25.105480  0.0995
19 H -10.940555 14.615701 -24.540864  0.0904
20 H -11.606440 12.926754 -24.475216  0.0937
21 C -10.185947 9.298034 -22.725835  -0.0870
22 C -10.388696 9.347107 -24.253070  -0.3835
23 O -9.568166 9.749989 -25.059695  0.0712
24 C -11.824575 9.062623 -24.713276  -0.0064
25 H -10.075547 8.251993 -22.440013  0.1672
26 H -11.087960 9.568438 -22.176862  0.0730
27 H -9.304076 9.815831 -22.348626  0.0227
28 H -11.858315 7.975059 -24.777774  0.0884
29 H -11.972374 9.476364 -25.710798  0.0789
30 H -12.609090 9.479478 -24.081721  0.0732
31 C -13.115848 14.459746 -22.004884  0.0409
32 C -12.843345 13.273510 -21.139038  -0.4710
33 O -13.449947 12.240861 -21.298581  -0.0751
34 C -11.817648 13.475579 -20.032294  0.0153
35 H -13.601867 15.238149 -21.416683  0.1084
36 H -13.731814 14.137339 -22.844366  0.1048
37 H -12.228072 14.958600 -22.393590  0.0778
38 H -10.841703 13.589674 -20.504102  0.1164
39 H -11.658725 12.650460 -19.338021  0.0532
40 H -12.041567 14.379939 -19.466517  0.1511
41 C -5.598838 10.954800 -18.405148  0.0647
42 C -7.137440 11.021232 -18.448232  -0.3473
43 O -7.830137 10.342686 -17.645247  -0.1951
44 C -7.785593 11.832005 -19.491635  -0.0784
45 H -5.147470 11.867207 -18.015411  0.0980
46 H -5.161261 10.880324 -19.400675  0.1040
47 H -5.235651 10.197675 -17.710202  0.1057
48 H -8.824029 11.563661 -19.685857  0.0887
49 H -7.275184 11.574726 -20.419751  0.1444
50 H -7.728937 12.902438 -19.293965  0.1586
51 C -7.884272 9.005453 -19.196527  -0.0253
52 C -7.968910 8.270037 -20.467118  -0.3599
53 O -7.658507 7.092355 -20.620940  0.0619
54 C -8.231968 9.077069 -21.657060  -0.1338
55 H -7.153281 9.807205 -19.301193  0.0983
56 H -7.613052 8.313489 -18.399198  0.0189
57 H -8.849928 9.482229 -19.028384  0.0568
58 H -7.622007 8.794876 -22.515213  0.1386
59 H -8.020641 10.141032 -21.550238  0.1088
60 H -9.266712 8.976653 -21.984667  -0.0727
61 C -15.646184 8.514774 -19.830718  -0.0126
62 C -14.151277 8.623893 -19.512490  -0.3591
63 O -13.748044 7.959592 -18.540205  0.0604
64 C -13.273630 9.508310 -20.342112  -0.1491
65 H -15.884582 8.913915 -20.816595  0.0718
66 H -16.242806 9.096963 -19.128433  0.0831
67 H -15.936453 7.465347 -19.780082  0.0819
68 H -12.792731 8.939937 -21.138225  0.1624
69 H -12.516183 9.836898 -19.630495  0.0531
70 H -13.722978 10.431709 -20.707524  0.1217
71 C -10.377784 11.158443 -18.989662  -0.1805
72 C -10.372738 10.781458 -20.412653  -0.2471
73 O -9.376786 10.400449 -21.024100  -0.2692
74 C -11.772364 10.795579 -21.098853  -0.1396
75 H -11.171604 10.706762 -18.394748  0.1236
76 H -10.459663 12.232206 -18.821069  0.0681
77 H -9.431733 10.895354 -18.516511  -0.0213
78 H -11.787216 10.706845 -22.185137  0.0942
79 H -12.257668 11.740302 -20.853694  0.0193
80 H -12.447029 10.009889 -20.758829  -0.1445
81 C -8.348809 7.834192 -17.151218  0.0156
82 C -8.810165 9.251298 -16.678203  -0.4244
83 O -8.539629 9.698219 -15.579126  0.0624
84 C -9.734226 10.005765 -17.652382  -0.2140
85 H -7.326822 7.885985 -17.526648  0.0975
86 H -8.989269 7.406888 -17.922786  0.1184
87 H -8.385522 7.150973 -16.302709  0.1072
88 H -9.251277 10.074370 -18.627145  0.0208
89 H -9.927478 11.008709 -17.271798  0.0766
90 H -10.697418 9.502337 -17.735593  0.1695
91 C -14.399700 12.425249 -19.557210  -0.0045
92 C -13.339141 11.884985 -18.648846  -0.2855
93 O -12.897800 10.723957 -18.775240  -0.0436
94 C -12.868453 12.693817 -17.418274  -0.0058
95 H -14.867391 11.589006 -20.076880  0.1186
96 H -14.056012 13.226131 -20.211846  0.0689
97 H -15.127560 12.933945 -18.925106  0.1118
98 H -13.705245 13.263837 -17.014611  0.1045
99 H -12.059296 13.356217 -17.725867  -0.0655
100 H -12.592901 12.005251 -16.619506  0.0866

Forces on the atoms, in the same order (eV/Å):
-2.799 5.070 4.342
1.686 -0.298 2.715
8.653 4.901 1.733
0.277 0.974 0.392
0.591 0.268 0.050
-3.179 2.261 4.602
-0.511 2.677 1.287
-0.020 0.023 0.147
0.107 -0.049 0.042
0.765 0.175 0.685
1.478 4.268 -2.291
0.810 1.729 2.219
-0.091 -2.337 -1.362
-0.067 0.437 -0.350
0.078 1.086 -1.331
-0.036 0.782 -0.062
1.116 1.296 -0.929
-0.030 -0.058 -0.045
-0.168 -0.158 -0.506
-0.091 0.028 -0.270
-6.321 -1.258 -7.364
-1.124 1.256 0.102
-0.219 -0.537 1.025
0.785 -0.080 -0.586
-0.936 -0.994 -1.058
0.844 -0.764 -1.136
-2.901 2.887 -3.979
-0.578 -0.120 0.086
0.143 -0.148 -0.078
0.174 -0.291 0.368
-0.148 0.109 -0.513
2.433 2.904 -2.302
-0.325 1.274 -6.668
-1.317 0.143 -2.184
-0.369 -0.034 0.104
-0.208 0.201 0.130
0.238 -0.251 0.231
-0.131 0.520 -0.046
-1.630 0.428 -2.258
-0.213 0.106 -0.480
-0.250 0.569 0.349
2.401 -1.862 1.870
10.023 4.460 -0.583
4.507 0.857 -5.127
-0.434 0.476 0.086
-0.177 -0.359 -0.052
-0.330 -0.320 -0.347
1.337 0.064 -0.664
0.403 0.136 -0.451
1.439 0.074 -1.307
1.190 -2.493 -5.375
2.160 -0.203 -2.026
-0.611 -0.467 0.972
9.925 -3.790 0.923
0.317 -1.951 -2.096
0.370 2.585 -3.677
3.067 -4.391 -2.933
0.082 -1.423 -0.275
2.373 -1.629 -0.822
4.676 -3.739 3.332
0.344 0.233 -0.446
-1.387 -2.169 2.129
-0.122 1.542 -2.131
-8.369 -9.204 1.846
0.064 -0.076 -0.149
0.106 -0.089 0.271
-0.065 0.105 0.111
-1.621 -1.884 -0.642
-0.913 -3.248 -0.655
-1.168 -1.320 0.008
-3.551 5.058 -8.098
-5.126 -1.486 -0.699
-4.941 5.645 7.966
6.348 2.353 -0.271
0.015 1.088 -1.684
0.326 -2.007 -2.515
-2.496 6.574 -3.406
-0.910 0.072 0.785
2.426 -3.598 0.939
7.837 4.661 -2.739
-0.973 -1.209 3.414
-1.908 -2.015 1.214
-0.605 -0.646 1.017
-2.641 -9.183 10.219
0.299 -1.645 3.042
0.044 -0.008 0.034
-0.098 0.097 0.344
-2.261 -3.902 4.246
-0.059 -2.814 2.050
0.201 -0.935 0.306
-2.674 1.037 4.458
-0.009 -0.071 2.850
-1.895 6.248 5.771
-6.351 -2.520 -0.076
-0.358 0.716 -0.056
-3.006 -0.100 3.218
-0.423 -0.457 0.709
-0.372 0.065 -0.091
-2.764 0.288 1.218
-0.178 -0.219 -0.766